*1*
Here is a 3-piece molecular cluster, C5H13NO overall from OMol25. Energies are from ωB97M-V/def2-TZVPD.

XYZ file:
```
20
Properties=species:S:1:pos:R:3
C -0.622 0.356 0.949
N -1.348 0.992 -0.104
C -0.766 0.884 -1.420
C 2.525 -0.148 -0.586
C 3.235 -0.250 0.523
O -3.077 -0.733 -0.085
C -0.081 -1.038 0.622
H 0.230 0.985 1.273
H -1.311 0.235 1.782
H -2.331 0.479 -0.159
H -1.275 1.623 -2.045
H 0.251 1.307 -1.418
H -0.805 -0.134 -1.820
H 1.891 0.758 -0.505
H 3.656 0.711 0.846
H 3.575 -1.146 1.035
H -3.987 -0.809 -0.386
H 0.889 -0.927 0.084
H 0.126 -1.654 1.497
H -0.776 -1.491 -0.083
```

HOMO-LUMO gap, eV: 3.3429
E_LUMO, eV: -4.0
HOMO level, eV: -7.32

Okay, here come the Mulliken numbers, in e, for every atom: -0.58, -0.33, -0.77, -0.09, -0.32, -0.81, -0.51, 0.34, 0.37, 0.46, 0.33, 0.25, 0.27, 0.06, 0.25, 0.29, 0.18, -0.10, 0.34, 0.37

*2*
Here is one molecule with the formula C5H13NO from OMol25. Energies are from ωB97M-V/def2-TZVPD.

XYZ file:
```
20
Properties=species:S:1:pos:R:3
C -0.546 -3.277 0.205
N -0.058 -1.930 0.149
C -0.829 -0.790 -0.262
C 0.072 0.324 -0.763
C 0.493 1.361 0.262
C -0.610 2.353 0.607
O 1.577 2.124 -0.237
H 0.289 -3.985 0.062
H -1.181 -3.571 -0.626
H -0.972 -3.554 1.174
H 0.836 -1.793 0.588
H -1.455 -0.452 0.582
H -1.496 -1.077 -1.072
H 0.986 -0.175 -1.105
H -0.322 0.842 -1.643
H 0.777 0.836 1.181
H -0.983 2.216 1.618
H -0.253 3.382 0.533
H -1.489 2.264 -0.019
H 2.345 1.570 -0.431
```

HOMO-LUMO gap, eV: 9.1564
E_LUMO, eV: 1.0
HOMO level, eV: -8.19
SMILES: CNCC[C@H](C)O

Okay, here come the Mulliken numbers, in e, for every atom: -0.99, -0.22, -0.37, -1.14, 0.51, -1.25, -0.57, 0.33, 0.30, 0.29, 0.20, 0.25, 0.35, 0.47, 0.33, 0.23, 0.29, 0.38, 0.30, 0.32

Most stable: *2*

*1*
Here is a 2-piece molecular cluster, C5H13NO overall from OMol25. Energies are from ωB97M-V/def2-TZVPD.

XYZ file:
```
20
Properties=species:S:1:pos:R:3
C -0.532 1.558 -1.933
C 0.357 0.349 -1.814
C 0.825 -0.040 -0.614
N 1.225 -1.325 -0.159
C 0.464 -1.517 1.060
C -1.056 -1.377 0.811
H -0.095 2.323 -1.273
H -0.701 1.901 -2.944
H -1.549 1.205 -1.651
H 0.491 -0.268 -2.718
H 1.023 0.818 0.006
H 0.919 -1.889 -0.943
H 0.698 -0.728 1.779
H 0.604 -2.553 1.474
H -1.327 -2.093 0.021
H -1.430 -0.490 0.250
H -1.640 -1.527 1.730
O -0.487 1.835 1.997
H -0.846 2.725 2.130
H -1.346 1.413 2.157
```

HOMO-LUMO gap, eV: 8.4391
E_LUMO, eV: 0.7
HOMO level, eV: -7.78
SMILES: C/C=C/NCC.O

Okay, here come the Mulliken numbers, in e, for every atom: -0.95, -0.21, -0.33, -0.44, -0.37, -1.01, 0.28, 0.36, 0.19, 0.32, 0.32, 0.34, 0.29, 0.31, 0.38, 0.17, 0.36, -0.56, 0.28, 0.29

*2*
Here is one molecule with the formula C5H13NO from OMol25. Energies are from ωB97M-V/def2-TZVPD.

XYZ file:
```
20
Properties=species:S:1:pos:R:3
C -0.655 1.584 -1.755
N -1.100 0.721 -0.683
C -0.099 -0.040 0.052
C 1.052 -0.579 -0.823
C 0.460 0.856 1.165
O -0.868 -1.132 0.551
C -0.359 -1.861 1.639
H 0.082 2.288 -1.370
H -0.219 1.058 -2.617
H -1.517 2.152 -2.102
H -1.801 0.068 -1.016
H 1.704 -1.213 -0.228
H 1.643 0.239 -1.224
H 0.646 -1.171 -1.641
H 1.239 0.350 1.728
H 0.880 1.753 0.720
H -0.348 1.147 1.830
H -1.028 -2.713 1.753
H 0.655 -2.231 1.456
H -0.367 -1.277 2.565
```

HOMO-LUMO gap, eV: 9.6016
E_LUMO, eV: 1.0
HOMO level, eV: -8.64
SMILES: CNC(C)(C)OC

Okay, here come the Mulliken numbers, in e, for every atom: -0.89, -0.35, 1.35, -1.69, -1.67, -0.46, -0.70, 0.30, 0.29, 0.34, 0.26, 0.44, 0.38, 0.38, 0.38, 0.42, 0.40, 0.27, 0.29, 0.26

*3*
Here is a 2-piece molecular cluster, C5H13NO overall from OMol25. Energies are from ωB97M-V/def2-TZVPD.

XYZ file:
```
20
Properties=species:S:1:pos:R:3
C 0.579 -0.114 -2.078
C -0.022 0.182 -0.872
C -1.088 -0.628 -0.240
C -2.322 0.118 0.287
N 0.525 1.189 0.000
C 0.626 1.238 1.470
H 1.406 0.523 -2.466
H 0.150 -0.787 -2.812
H -0.572 -1.266 0.586
H -1.395 -1.324 -1.028
H -2.803 0.652 -0.540
H -2.058 0.857 1.123
H -3.069 -0.547 0.710
H 1.466 1.312 -0.344
H 0.689 0.232 1.996
H 1.554 1.830 1.766
H -0.283 1.775 1.885
O 2.116 -1.818 0.629
H 1.541 -1.545 -0.134
H 2.963 -1.879 0.064
```

HOMO-LUMO gap, eV: 9.0365
E_LUMO, eV: 0.8
HOMO level, eV: -8.22
SMILES: C=C(CC)NC.O

Okay, here come the Mulliken numbers, in e, for every atom: -1.07, 0.37, -0.21, -1.07, -0.30, -0.76, 0.25, 0.30, 0.24, 0.33, 0.30, 0.18, 0.37, 0.25, 0.25, 0.32, 0.24, -0.64, 0.33, 0.33

Most stable: *2*

*1*
Here is a 13-piece molecular cluster, H30O15 overall from OMol25. Energies are from ωB97M-V/def2-TZVPD.

XYZ file:
```
45
Properties=species:S:1:pos:R:3
H 0.560 -0.638 -0.235
H 0.162 0.627 0.508
H -1.033 -4.151 1.728
H 0.057 -4.133 0.669
H -1.126 -0.536 -3.920
H -0.334 -0.386 -2.631
H 1.624 4.157 -1.322
H 1.890 2.666 -1.446
H 3.110 -2.210 -1.066
H 2.847 -3.151 0.098
H 5.712 0.543 -1.653
H 4.239 0.256 -1.891
H -1.030 2.956 1.531
H -1.644 3.757 0.394
H 0.716 3.212 2.871
H 0.613 4.326 3.900
H -1.934 0.956 -0.720
H -3.242 0.205 -0.528
H -1.878 -0.379 0.226
H -1.585 -1.822 -0.150
H -4.140 -0.772 2.173
H -4.103 -0.749 0.654
H -1.128 -0.086 2.946
H 0.306 -0.321 3.392
H -2.438 -3.258 -0.339
H -3.396 -3.766 0.725
H -2.785 2.109 -2.696
H -1.296 2.022 -2.989
H 4.956 -1.291 1.540
H 5.739 -0.471 0.527
O 0.933 0.141 0.194
O -0.875 -3.926 0.805
O -1.220 -0.279 -2.996
O 1.317 3.366 -1.779
O 2.663 -3.034 -0.841
O 5.022 -0.100 -1.456
O -1.869 3.314 1.221
O 0.941 4.139 3.013
O -2.538 0.353 -1.169
O -1.977 -1.012 -0.494
O -3.540 -0.649 1.430
O -0.215 0.029 2.660
O -2.468 -3.787 0.466
O -1.959 2.593 -2.583
O 5.854 -1.107 1.242
```

HOMO-LUMO gap, eV: 7.0104
E_LUMO, eV: -0.2
HOMO level, eV: -7.23

Okay, here come the Mulliken numbers, in e, for every atom: 0.31, 0.15, 0.27, 0.16, 0.25, 0.26, 0.31, 0.30, 0.29, 0.31, 0.30, 0.31, 0.24, 0.34, 0.30, 0.32, 0.46, 0.35, -0.02, 0.25, 0.27, 0.27, 0.28, 0.24, 0.20, 0.21, 0.27, 0.31, 0.29, 0.34, -0.53, -0.42, -0.47, -0.60, -0.60, -0.61, -0.62, -0.62, -0.52, -0.43, -0.54, -0.47, -0.47, -0.61, -0.62

*2*
Here is H30O15 as an isolated structure from OMol25. Energies are from ωB97M-V/def2-TZVPD.

XYZ file:
```
45
Properties=species:S:1:pos:R:3
O -1.137 -1.565 2.103
H -0.546 -1.822 1.428
H -0.811 -0.741 2.791
O 1.771 -0.959 -2.525
H 1.075 -0.583 -2.109
H 1.953 -0.433 -3.349
O 0.378 0.158 -0.453
H 0.307 0.854 -1.120
H 0.743 0.352 0.317
O -1.245 0.057 0.690
H -0.607 -0.024 0.147
H -1.474 -0.868 0.804
O -1.371 1.664 2.162
H -1.148 1.110 1.368
H -2.405 1.566 2.383
O 3.713 2.471 0.169
H 3.244 1.618 0.555
H 4.443 2.413 0.785
O 0.413 -2.257 -0.260
H 0.006 -1.496 -0.858
H 1.248 -1.933 0.038
O 0.321 2.486 -1.944
H 0.730 3.155 -1.524
H 0.352 2.685 -2.913
O 1.570 0.478 1.905
H 2.458 0.081 2.075
H 1.704 1.337 2.310
O -1.969 -2.118 0.268
H -1.463 -2.072 -0.554
H -1.994 -2.868 0.925
O -1.763 2.498 -1.969
H -0.712 2.333 -1.878
H -2.078 3.170 -1.518
O -0.897 -1.755 -2.332
H -1.422 -0.925 -2.711
H -0.101 -1.953 -2.948
O -0.485 -0.114 3.282
H -0.790 0.778 3.161
H 0.333 -0.298 2.669
O -2.207 -0.181 -2.523
H -1.531 -0.012 -3.187
H -2.280 0.593 -2.074
O 0.996 -2.062 2.365
H 1.731 -1.857 1.797
H 0.969 -2.977 2.247
```

HOMO-LUMO gap, eV: 5.1556
E_LUMO, eV: -1.0
HOMO level, eV: -6.12

Okay, here come the Mulliken numbers, in e, for every atom: -1.10, 0.58, 0.64, -0.56, 0.16, 0.30, -0.27, 0.18, 0.14, -0.86, 1.20, 0.14, -0.99, 0.50, 0.36, -0.59, 0.26, 0.33, -0.65, -0.30, 0.35, -0.50, 0.28, 0.37, -0.64, 0.26, 0.26, -0.67, 0.50, 0.30, -0.86, 0.47, 0.17, -0.92, 0.30, 0.34, -0.60, 0.54, 0.42, -0.39, 0.37, 0.32, -0.60, 0.16, 0.33

*3*
Here is a 15-piece molecular cluster, H30O15 overall from OMol25. Energies are from ωB97M-V/def2-TZVPD.

XYZ file:
```
45
Properties=species:S:1:pos:R:3
O 2.341 0.735 -2.176
H 2.275 1.623 -2.599
H 1.630 0.729 -1.574
O -2.269 -1.800 -1.055
H -2.495 -2.459 -0.420
H -2.975 -1.176 -0.851
O 0.329 2.304 2.368
H 0.921 2.616 1.726
H -0.431 2.138 1.844
O -3.013 0.026 -3.049
H -2.048 0.010 -3.086
H -3.289 0.317 -3.856
O 0.067 2.624 -0.953
H -0.548 3.319 -0.635
H -0.339 1.824 -0.580
O 2.305 2.635 0.621
H 1.542 2.408 0.034
H 2.888 1.873 0.675
O -0.232 -0.127 -3.332
H 0.547 0.177 -2.980
H -0.130 -1.035 -3.108
O -2.258 -0.815 1.515
H -3.133 -1.175 1.544
H -1.976 -0.608 2.419
O 3.963 0.466 1.678
H 4.663 -0.097 1.470
H 3.267 -0.198 1.820
O -0.318 -2.628 1.709
H -0.988 -2.014 1.887
H -0.767 -3.348 1.222
O 1.547 0.239 3.801
H 1.254 0.824 3.074
H 0.962 0.630 4.484
O -0.843 -2.941 -2.929
H -1.235 -3.213 -3.746
H -1.518 -2.614 -2.320
O -1.979 1.944 0.904
H -1.960 0.975 0.998
H -2.249 2.407 1.730
O 2.085 -1.580 0.856
H 2.699 -2.338 0.659
H 1.245 -2.042 0.702
O 0.214 0.148 -0.267
H 0.700 -0.344 0.369
H -0.448 -0.439 -0.595
```

HOMO-LUMO gap, eV: 9.3432
E_LUMO, eV: -0.9
HOMO level, eV: -10.27

Okay, here come the Mulliken numbers, in e, for every atom: -0.69, 0.38, 0.25, -0.68, 0.17, 0.30, -0.74, 0.51, 0.36, -0.60, 0.42, 0.28, -0.69, 0.33, 0.23, -0.80, 0.33, 0.37, -0.71, 0.31, 0.36, -0.61, 0.24, 0.38, -0.61, 0.28, 0.29, -0.66, 0.34, 0.28, -0.65, 0.43, 0.28, -0.68, 0.31, 0.43, -0.75, 0.39, 0.27, -0.56, 0.26, 0.21, 0.47, -0.10, 0.07

Most stable: *3*

*1*
Here is a 15-piece molecular cluster, H30O15 overall from OMol25. Energies are from ωB97M-V/def2-TZVPD.

XYZ file:
```
45
Properties=species:S:1:pos:R:3
H -1.328 -0.106 0.851
H 0.108 -0.094 0.363
H -4.228 1.507 0.581
H -2.719 1.646 0.371
H 0.837 -0.952 -3.008
H -0.035 -0.362 -1.835
H 1.442 -3.714 -3.549
H 1.690 -2.442 -2.709
H 1.816 4.489 -0.412
H 0.713 3.601 -0.148
H -3.123 0.355 -1.758
H -4.333 0.597 -0.892
H 4.510 -2.826 2.351
H 2.923 -2.695 2.651
H 0.388 1.807 0.770
H -1.047 2.031 1.041
H 4.484 0.461 0.092
H 4.297 -0.995 0.753
H -1.044 -3.021 -0.230
H -0.661 -4.557 -0.279
H -3.193 -2.991 0.289
H -3.139 -1.530 -0.347
H -1.932 1.706 -1.938
H -0.511 1.584 -1.346
H 1.084 -1.115 2.051
H 2.012 0.075 2.725
H -2.541 0.389 2.955
H -3.321 0.365 4.269
H 3.473 4.143 -1.600
H 2.805 2.891 -1.189
O -0.725 0.399 0.348
O -3.387 1.045 0.645
O 0.694 -0.936 -2.011
O 2.101 -3.202 -3.196
O 0.858 4.530 -0.099
O -3.968 -0.053 -1.527
O 3.815 -2.252 2.628
O -0.421 2.170 0.390
O 4.889 -0.175 0.648
O -0.322 -3.634 -0.334
O -3.233 -2.508 -0.531
O -1.208 1.142 -1.689
O 1.603 -0.326 1.870
O -2.779 -0.179 3.682
O 2.657 3.731 -1.696
```

HOMO-LUMO gap, eV: 8.8636
E_LUMO, eV: -0.4
HOMO level, eV: -9.28

Okay, here come the Mulliken numbers, in e, for every atom: -0.02, 0.11, 0.32, 0.35, 0.35, 0.34, 0.29, 0.41, 0.42, 0.29, 0.33, 0.31, 0.31, 0.32, 0.45, 0.20, 0.28, 0.35, 0.35, 0.28, 0.31, 0.42, 0.32, 0.27, 0.28, 0.29, 0.31, 0.30, 0.33, 0.34, 0.15, -0.68, -0.68, -0.61, -0.64, -0.65, -0.62, -0.90, -0.62, -0.61, -0.71, -0.79, -0.56, -0.62, -0.68

*2*
Here is a 15-piece molecular cluster, H30O15 overall from OMol25. Energies are from ωB97M-V/def2-TZVPD.

XYZ file:
```
45
Properties=species:S:1:pos:R:3
O -11.263 7.337 -7.147
H -11.614 7.266 -6.237
H -11.807 7.981 -7.583
O -10.363 1.503 -5.554
H -10.455 2.164 -6.250
H -9.504 1.587 -5.131
O -12.440 5.535 -2.670
H -13.286 5.023 -2.877
H -11.700 5.186 -3.191
O -6.522 3.094 -2.432
H -7.328 3.496 -2.145
H -5.923 3.391 -1.761
O -8.134 6.154 -2.732
H -7.379 5.825 -3.155
H -8.860 5.757 -3.224
O -11.572 2.512 -3.125
H -10.712 2.149 -3.225
H -11.737 2.839 -4.037
O -12.731 3.532 -5.400
H -13.433 2.874 -5.543
H -12.197 3.492 -6.176
O -11.924 7.640 -4.326
H -12.193 6.953 -3.732
H -12.639 8.173 -4.646
O -9.169 7.967 -4.759
H -9.035 7.944 -3.836
H -10.113 7.769 -4.818
O -10.204 4.869 -3.996
H -10.422 4.862 -4.895
H -9.582 4.123 -3.940
O -9.098 3.613 -1.457
H -8.808 4.206 -0.754
H -9.848 4.097 -1.757
O -8.107 5.206 -6.279
H -8.357 6.129 -6.352
H -7.671 4.983 -7.102
O -9.032 1.157 -2.110
H -9.362 0.602 -1.384
H -9.179 2.094 -1.789
O -10.887 3.480 -7.169
H -11.475 3.261 -7.912
H -10.074 3.679 -7.660
O -8.102 3.070 -4.556
H -7.371 2.747 -4.125
H -7.800 3.626 -5.250
```

HOMO-LUMO gap, eV: 9.6770
E_LUMO, eV: -0.2
HOMO level, eV: -9.93

Okay, here come the Mulliken numbers, in e, for every atom: -0.60, 0.38, 0.28, -0.71, 0.43, 0.33, -0.78, 0.34, 0.36, -0.62, 0.30, 0.33, -0.68, 0.32, 0.17, -0.71, 0.34, 0.33, -0.61, 0.26, 0.40, -0.70, 0.41, 0.23, -0.64, 0.29, 0.31, 0.78, -0.15, -0.10, -0.65, 0.32, 0.15, -0.59, 0.25, 0.23, -0.65, 0.27, 0.42, -0.66, 0.24, 0.27, -0.36, 0.30, 0.17

*3*
Here is a 15-piece molecular cluster, H30O15 overall from OMol25. Energies are from ωB97M-V/def2-TZVPD.

XYZ file:
```
45
Properties=species:S:1:pos:R:3
H -0.073 -0.212 0.782
H 1.311 0.088 0.256
H -4.061 -1.020 -1.037
H -2.733 -0.247 -1.252
H 1.550 -2.027 -2.981
H 2.900 -1.730 -3.397
H -1.882 -2.751 -0.804
H -0.604 -2.565 0.014
H -2.352 1.987 -0.584
H -2.477 1.313 -1.960
H -0.398 0.729 3.863
H -0.909 0.242 2.602
H 2.941 -2.259 3.769
H 2.244 -3.449 3.187
H 3.783 -0.758 -2.129
H 3.006 0.316 -1.250
H -4.039 0.709 2.480
H -3.422 1.682 1.689
H -0.559 -2.669 -3.182
H -2.011 -2.552 -2.966
H -1.675 3.141 1.404
H -0.424 2.338 1.503
H -2.102 -2.204 2.666
H -1.875 -2.387 1.170
H -1.424 3.818 -1.899
H -2.759 3.697 -2.608
H 4.162 -0.223 1.768
H 3.883 1.045 1.009
H 4.491 2.898 -1.236
H 5.790 2.210 -0.728
O 0.396 0.276 0.069
O -3.165 -1.171 -1.368
O 2.412 -2.068 -2.624
O -1.368 -3.154 -0.157
O -2.406 2.153 -1.476
O -1.040 0.920 3.176
O 2.781 -2.636 2.965
O 3.070 -0.032 -2.126
O -3.446 1.382 2.635
O -1.342 -3.239 -2.938
O -0.786 3.050 1.018
O -2.557 -2.264 1.846
O -1.940 4.201 -2.661
O 4.120 0.699 1.935
O 4.991 2.722 -0.444
```

HOMO-LUMO gap, eV: 9.8657
E_LUMO, eV: -0.6
HOMO level, eV: -10.44

Okay, here come the Mulliken numbers, in e, for every atom: 0.15, 0.30, 0.32, 0.22, 0.22, 0.35, 0.30, 0.32, 0.36, 0.22, 0.28, 0.24, 0.30, 0.31, 0.36, 0.20, 0.29, 0.24, 0.32, 0.30, 0.30, 0.32, 0.28, 0.35, 0.35, 0.32, 0.33, 0.31, 0.32, 0.33, -0.48, -0.57, -0.59, -0.67, -0.55, -0.51, -0.60, -0.58, -0.54, -0.62, -0.60, -0.58, -0.63, -0.63, -0.64

*4*
Here is a 15-piece molecular cluster, H30O15 overall from OMol25. Energies are from ωB97M-V/def2-TZVPD.

XYZ file:
```
45
Properties=species:S:1:pos:R:3
O 0.595 1.996 -3.584
H 0.974 1.364 -4.248
H 1.009 1.533 -2.803
O -2.827 -0.984 -0.516
H -2.614 -1.804 -0.941
H -2.603 -1.068 0.394
O 2.039 1.194 -1.386
H 2.806 1.744 -1.103
H 2.274 0.244 -1.493
O 2.580 -0.012 2.055
H 2.095 0.793 1.793
H 2.231 -0.776 1.593
O 1.458 2.373 1.277
H 1.081 3.068 1.868
H 0.844 2.506 0.532
O -0.139 0.078 0.362
H 0.360 0.772 -0.076
H -0.448 -0.512 -0.325
O 2.101 -2.303 0.998
H 2.348 -2.209 0.077
H 1.176 -2.621 0.912
O -0.595 -2.989 1.333
H -0.375 -2.907 2.257
H -0.723 -3.964 1.188
O -0.281 0.054 3.084
H -1.170 0.290 3.376
H -0.185 0.224 2.151
O -2.367 1.471 -1.496
H -2.584 0.772 -0.850
H -1.476 1.713 -1.313
O 2.550 -1.352 -1.472
H 1.655 -1.494 -1.751
H 3.055 -1.864 -2.149
O -0.193 2.802 -0.805
H 0.646 2.824 -1.320
H -0.489 3.729 -0.772
O -1.990 1.925 1.642
H -1.788 1.105 1.250
H -2.665 2.445 1.135
O -2.643 -1.379 2.085
H -3.171 -2.186 1.953
H -1.822 -1.671 1.702
O -0.129 -1.427 -1.888
H -0.252 -2.376 -1.972
H -0.340 -1.114 -2.776
```

HOMO-LUMO gap, eV: 7.8669
E_LUMO, eV: -0.9
HOMO level, eV: -8.79

Okay, here come the Mulliken numbers, in e, for every atom: -0.64, 0.30, 0.37, -0.75, 0.25, 0.41, -0.69, 0.26, 0.39, -0.71, 0.35, 0.40, -0.65, 0.32, 0.23, 2.28, -0.60, -0.32, -0.80, 0.50, 0.35, -0.72, 0.33, 0.25, -0.65, 0.35, -0.03, -0.69, 0.34, 0.30, -0.77, 0.33, 0.35, -0.68, 0.23, 0.24, -0.67, 0.04, 0.33, -0.63, 0.32, 0.37, -0.70, 0.27, 0.25

Most stable: *2*